# 1
The following is a DFT calculation (ωB97M-V with the def2-TZVPD basis set) of a molecular structure, C38H50ClO4S3SiY.

Results
- total charge = 0
- multiplicity = 1
- HOMO energy (eV) = -7.46
- M (u) = 819.46
- frontier orbital gap (eV) = 7.55

XYZ file:
```
98
Properties=species:S:1:pos:R:3:mulliken_charge:R:1
Y -0.43204 0.02727 -0.28759 -1.3529
C -4.33836 3.02230 1.16350 -2.2995
C -2.81910 3.11667 1.10375 2.3168
C -2.34341 4.46078 1.66808 -1.5783
C -2.10892 1.99190 1.83119 1.0522
C -2.75331 1.16460 2.74634 -0.3096
C -2.03977 0.28827 3.54840 -1.0100
C -0.65664 0.18111 3.47344 0.5538
C 0.08451 -0.75155 4.38402 -1.4569
C -0.00093 0.96479 2.52149 -0.0001
C -0.71946 1.84415 1.70910 -1.5158
H -4.77987 3.79629 0.53544 0.3919
H -4.70542 3.18059 2.18065 0.5286
H -4.70596 2.05884 0.80780 0.3615
H -2.51847 3.08231 0.05560 -0.9924
H -2.55236 4.52750 2.73860 0.3982
H -2.86184 5.27966 1.16692 0.4119
H -1.27385 4.60670 1.51627 0.2809
H -3.82664 1.22324 2.86408 0.4399
H -2.57526 -0.32846 4.26048 0.3627
H 0.42536 -1.63935 3.85219 0.1092
H -0.55327 -1.06304 5.21005 0.4505
H 0.97393 -0.27409 4.79690 0.3458
H 1.07941 0.90744 2.43525 0.3863
H -0.18540 2.50015 1.01595 0.8696
C 5.36340 -2.55725 1.13337 -0.4931
C 4.60217 -1.83882 2.24296 -0.9333
S 2.89836 -1.34354 1.87536 0.2712
C 2.07192 -2.92956 1.64243 -0.5179
C 2.11975 -3.56354 0.24567 -1.5294
S 1.97054 -2.44749 -1.17210 0.2067
C 3.69207 -2.21413 -1.70672 -1.0901
C 4.49054 -1.05438 -1.10632 0.7401
S 5.98651 -1.52874 -0.21130 -0.1625
H 4.78127 -3.39323 0.74254 0.0768
H 6.26410 -2.99891 1.56584 0.4621
H 5.11534 -0.90933 2.49571 0.3075
H 4.58596 -2.46115 3.14174 0.5169
H 1.03253 -2.75163 1.91748 -0.0348
H 2.46648 -3.63625 2.37750 0.7265
H 1.28307 -4.25415 0.16074 0.6060
H 3.02563 -4.15350 0.10681 0.6413
H 3.59905 -2.06661 -2.78366 0.3836
H 4.20349 -3.16925 -1.57488 0.7052
H 3.86027 -0.42826 -0.48598 -0.9048
H 4.86775 -0.41288 -1.90367 0.2627
C -3.77687 -0.73725 -2.46251 -1.5562
C -3.55489 0.52663 -1.63568 1.3371
C -4.44641 1.64692 -2.17579 -1.6270
C -2.07425 0.92929 -1.63161 0.1520
H -4.82576 -1.04157 -2.44647 0.4166
H -3.17963 -1.57261 -2.10367 0.2058
H -3.49948 -0.55133 -3.50422 0.3665
H -3.88305 0.30773 -0.60808 -0.0532
H -4.17520 1.87053 -3.21131 0.3711
H -4.32524 2.56812 -1.60254 0.2695
H -5.50376 1.36909 -2.15508 0.3833
H -1.96733 2.01311 -1.48760 -0.5089
H -1.65921 0.77233 -2.64669 0.7551
O -1.15836 -1.65685 1.30499 -0.5523
Cl -1.58794 -2.69837 0.34077 1.7826
O -1.01106 -3.94101 0.68151 -0.6553
O -2.99356 -2.74635 0.27313 -0.6271
O -1.02089 -2.19742 -0.93021 -0.6763
C 5.85864 2.45435 0.18307 -0.8558
C 5.64482 2.55120 -1.18429 -0.5894
C 4.37635 2.34274 -1.70946 -0.6171
C 3.28905 2.02581 -0.89220 0.2268
C 3.53287 1.94073 0.47954 0.0319
C 4.79333 2.15304 1.01886 -0.5806
Si 1.54139 1.72165 -1.58148 1.8387
C 0.75326 3.46153 -1.56335 0.7987
C 1.06760 4.38330 -0.55896 -0.4750
C 0.41360 5.60492 -0.45934 -0.7162
C -0.57615 5.94014 -1.37201 -0.5733
C -0.89546 5.04804 -2.38697 -0.6344
C -0.23809 3.82978 -2.47705 -0.4959
C 1.72972 1.28912 -3.42179 0.5359
C 1.50650 -0.01493 -3.86624 -0.3913
C 1.64573 -0.37113 -5.20240 -0.9131
C 2.01167 0.58727 -6.13499 -0.5424
C 2.22414 1.89656 -5.72256 -0.8581
C 2.07997 2.23758 -4.38726 -0.0097
H 6.84870 2.60657 0.59361 0.3607
H 6.46876 2.78680 -1.84689 0.4177
H 4.23880 2.41277 -2.78268 0.2983
H 2.71880 1.68542 1.15165 0.4059
H 4.94611 2.07398 2.08885 0.4871
H 1.85055 4.15226 0.15681 0.2421
H 0.68369 6.29760 0.32902 0.4080
H -1.08605 6.89270 -1.29984 0.4103
H -1.65763 5.30257 -3.11372 0.4253
H -0.50920 3.15008 -3.27834 0.3491
H 1.20795 -0.78750 -3.16348 0.5088
H 1.45796 -1.39277 -5.50940 0.4761
H 2.11985 0.32082 -7.17878 0.3729
H 2.49906 2.65251 -6.44795 0.4264
H 2.23180 3.27050 -4.09038 0.4628
```

=====

# 2
The following is a DFT calculation (ωB97M-V with the def2-TZVPD basis set) of 8 unconnected molecules or ions with the total composition C10H36N8O11.

Results
- total charge = 0
- multiplicity = 1
- HOMO energy (eV) = -9.07
- M (u) = 444.44
- frontier orbital gap (eV) = 9.14

XYZ file:
```
65
Properties=species:S:1:pos:R:3:mulliken_charge:R:1
N 0.64594 1.23529 -2.83049 -0.1316
C 1.21225 0.16128 -3.31727 0.6724
N 2.32918 -0.10664 -2.79546 -0.1921
O 0.78807 -0.31660 -4.37879 -0.7659
H 1.00616 1.72822 -2.02589 0.2381
H -0.28341 1.51102 -3.11400 0.0378
H 2.61761 0.30344 -1.91868 0.1043
H 3.09166 -0.52708 -3.30727 0.2332
N -3.85971 -0.04441 -2.05807 -0.4017
C -3.00135 -0.58771 -1.23941 0.5388
N -3.56520 -1.54851 -0.58412 -0.3964
O -1.84521 -0.28804 -1.18734 -0.6944
H -4.76905 -0.45635 -2.21138 0.1174
H -3.68907 0.63435 -2.78626 0.2560
H -3.13380 -2.02707 0.19369 0.2060
H -4.45865 -1.85346 -0.94308 0.1395
N 2.94634 -0.71427 1.36993 0.0749
C 3.82939 -1.45108 2.01314 0.4656
N 3.20374 -2.20355 2.88744 -0.2632
O 5.01092 -1.45069 1.95232 -0.6974
H 3.40019 0.02081 0.84670 0.0584
H 1.94354 -0.82865 1.40721 0.2175
H 3.78221 -2.79152 3.47033 0.1769
H 2.23572 -1.98160 3.07120 0.0497
N -0.40946 -1.19019 5.57427 -0.4415
C -0.32108 -1.46114 4.30154 0.7863
N -0.63535 -0.49964 3.51733 -0.2511
O -0.00726 -2.53374 3.86323 -0.6434
H -0.20798 -1.92062 6.24209 0.2449
H -0.63838 -0.24825 5.85794 0.1320
H -0.91749 0.36905 3.94846 0.1323
H -0.40855 -0.56807 2.53550 0.1731
O 0.15726 -4.89820 1.34502 -0.5187
C 0.84888 -3.92600 0.67171 0.3676
C 1.42026 -4.56191 -0.64041 -0.4642
O 0.40906 -5.18721 -1.47067 -0.5400
H 0.72998 -5.64630 1.52924 0.3593
H 0.15071 -3.10110 0.52957 -0.0666
H 1.58621 -3.39298 1.27199 -0.1570
H 2.13789 -5.33150 -0.35608 0.3425
H 1.97363 -3.83804 -1.23867 0.3533
H 0.71304 -5.49840 -2.32645 0.2955
O -1.73731 2.48125 -1.71522 -0.3812
C -2.99296 2.92311 -1.29178 -0.4608
C -3.02559 4.44537 -1.15586 -0.4504
O -3.12086 4.90246 -2.50652 -0.5267
H -1.70473 1.54373 -1.51129 0.2316
H -3.79735 2.62954 -1.96622 0.3402
H -3.34028 2.46813 -0.36418 0.3614
H -2.09272 4.85680 -0.77037 0.1702
H -3.80687 4.75640 -0.46234 0.3179
H -3.94627 4.62024 -2.90734 0.3254
O 0.71143 3.87349 -1.70055 -0.5622
C 0.74752 3.86713 -0.27418 -0.2474
C 1.94378 3.06686 0.10898 -0.5625
O 1.66842 1.73308 -0.12983 -0.5826
H -0.07776 3.39824 -1.97061 0.4005
H 0.86704 4.89135 0.07908 0.3866
H -0.22723 3.57902 0.11945 0.1094
H 2.25012 3.21033 1.14516 0.3367
H 2.84289 3.27681 -0.47036 0.3605
H 2.47235 1.36106 -0.49981 0.0204
O 0.20182 -0.51580 0.49746 -0.4636
H -0.47841 -0.65448 -0.16155 0.3253
H 0.62417 0.30299 0.23779 0.4030
```

=====

# 3
The following is a DFT calculation (ωB97M-V with the def2-TZVPD basis set) of 2 unconnected molecules or ions with the total composition C8H23N3.

Results
- total charge = +2
- multiplicity = 1
- HOMO energy (spin up / spin down) (eV) = -16.32 / -17.14
- M (u) = 161.29
- frontier orbital gap (spin up / spin down) (eV) = 6.24 / 6.83

XYZ file:
```
34
Properties=species:S:1:pos:R:3:mulliken_charge:R:1
C -3.67902 -1.76648 -1.07896 -1.6900
C -0.32554 -2.81781 1.77361 -1.1819
C 3.69608 2.12893 -0.03279 -0.8099
C 0.24527 2.20121 -1.21778 -1.0072
C 0.74930 1.80188 1.00106 -1.2153
C -2.67244 -0.80283 -0.45322 0.0980
C -1.53358 -2.40670 0.95219 -0.1978
C 2.10148 0.51723 -0.73061 -1.1520
N 3.15441 1.40172 -1.14154 0.0478
N -1.51332 -1.25273 0.21739 0.2359
N 0.90308 1.28870 -0.32311 0.4936
H -4.60078 -1.32799 -1.28952 0.4325
H -3.37436 -2.21912 -1.98494 0.4565
H -3.93664 -2.58271 -0.58277 0.5467
H 0.60868 -2.08472 1.63574 0.1124
H -0.53510 -2.66335 2.79797 0.3883
H -0.00436 -3.75196 1.65717 0.4214
H 4.83818 2.24587 -0.24567 0.3567
H 3.42704 3.24517 0.08070 0.2903
H 3.51263 1.66404 0.83225 0.4059
H 0.77764 3.10947 -1.39307 0.3688
H 0.12119 1.95795 -2.30513 0.3318
H -0.65851 2.47556 -0.60057 0.3535
H -0.24126 2.08097 1.29998 0.4668
H 1.17115 1.31718 1.90407 0.4498
H 1.26897 2.83020 1.21383 0.3159
H -3.47928 -0.27723 0.26558 0.2706
H -2.17227 -0.15535 -1.21978 0.2598
H -2.36141 -2.57667 1.72120 0.3019
H -1.67640 -3.29650 0.25734 0.4422
H 2.51517 -0.00742 0.04700 0.5744
H 1.82829 -0.07343 -1.53431 0.4633
H 3.44312 1.35643 -2.09161 0.2862
H -0.89018 -0.63628 0.70835 0.0830
```

=====

# 4
The following is a DFT calculation (ωB97M-V with the def2-TZVPD basis set) of a gas-phase ion, C6H6NO2S (charge -1).

Results
- total charge = -1
- multiplicity = 1
- HOMO energy (eV) = -4.13
- M (u) = 156.19
- frontier orbital gap (eV) = 7.82

XYZ file:
```
16
Properties=species:S:1:pos:R:3:mulliken_charge:R:1
C -0.56582 -0.31494 1.30105 -0.1174
C -1.34461 -0.08121 0.08652 -0.4090
C -0.88933 1.13801 1.31293 -0.8441
C 0.84488 0.31094 -0.57998 -0.9493
C 0.52224 0.59597 0.84638 -0.3319
C -0.54240 -0.03721 -1.24375 0.1396
N -1.13173 0.86824 -2.16369 -0.7428
O -1.04720 3.12242 -1.03052 -0.5733
O -3.15122 1.85721 -1.06197 -0.6292
S -1.71465 1.80958 -1.04427 0.9793
H -0.73120 -1.17152 1.98148 0.3784
H -2.49633 -0.31623 0.12467 0.4584
H 1.35619 1.27826 -1.02722 0.2049
H 1.55362 -0.44957 -0.60741 0.4540
H 1.20756 0.80183 1.59749 0.5637
H -0.53567 -1.13314 -1.48593 0.4188
```